Below is a molecular structure, C49H70BaN2O5P2Si5 at a distorted geometry, with properties calculated with ωB97M-V/def2-TZVPD.

- total charge = -2
- HOMO-LUMO gap (spin up / spin down) (eV) = 5.82 / 5.82
- HOMO level (spin up / spin down) (eV) = -2.114 / -2.114

Last column: Mulliken charge in e.
Positions of all 134 atoms, in Å:
1 Ba 0.2753 -0.3009 -0.3798  1.4433
2 C -0.9745 4.5312 -2.9837  -1.1503
3 Si -0.7724 2.6152 -2.7553  0.0192
4 C -2.1092 1.8696 -3.9154  -1.0253
5 C 0.9028 2.2450 -3.6023  -0.9666
6 N -0.7892 1.8630 -1.2213  -0.4008
7 P -1.2025 2.2684 0.2888  4.6661
8 C -0.9630 1.1617 1.5518  -3.9508
9 P 0.5804 1.0579 2.2660  3.4742
10 N 1.5061 -0.1506 1.7573  -0.2092
11 Si 2.6351 -1.2037 2.4765  0.3020
12 C 4.1956 -0.3568 3.2522  -1.2951
13 C 3.3499 -2.3486 1.1244  -0.8030
14 C 1.8671 -2.3418 3.8196  -0.5227
15 C 0.2748 0.7666 4.0561  -0.2621
16 C -0.9498 0.2976 4.5053  -0.6987
17 C -1.1297 -0.0278 5.8385  -0.8164
18 C -0.0866 0.1317 6.7369  -0.6253
19 C 1.1364 0.6118 6.2977  -0.7737
20 C 1.3156 0.9174 4.9637  -0.1952
21 C 1.5523 2.5980 2.4150  0.2660
22 C 2.7107 2.7829 1.6737  -0.7496
23 C 3.4036 3.9762 1.7647  -0.8784
24 C 2.9331 5.0000 2.5684  -0.7497
25 C 1.7525 4.8328 3.2789  -0.7012
26 C 1.0685 3.6355 3.2085  -0.4960
27 C -0.6592 4.0007 0.5099  0.8793
28 C 0.5516 4.3819 -0.0590  -1.1459
29 C 1.0289 5.6674 0.0989  0.0004
30 C 0.3047 6.5905 0.8380  -0.9226
31 C -0.8838 6.2078 1.4414  -0.6565
32 C -1.3583 4.9181 1.2863  -1.0581
33 C -3.0361 2.4831 0.3294  -0.4165
34 C -3.6903 3.2161 -0.6519  -0.1626
35 C -5.0673 3.3302 -0.6485  -0.8143
36 C -5.8134 2.7133 0.3429  -0.5405
37 C -5.1733 1.9765 1.3259  -0.4892
38 C -3.7963 1.8572 1.3095  -0.4945
39 H -0.5920 4.8338 -3.9564  0.5247
40 H -0.4274 5.0814 -2.2258  0.2689
41 H -2.0115 4.8513 -2.9285  0.3560
42 H -2.0291 2.2887 -4.9146  0.4164
43 H -3.1171 2.0480 -3.5548  0.3098
44 H -1.9756 0.7949 -3.9917  0.0481
45 H 0.9413 2.6523 -4.6098  0.4739
46 H 1.0576 1.1716 -3.6624  -0.0045
47 H 1.7328 2.6610 -3.0404  0.2778
48 H 4.2996 0.6406 2.8374  0.2528
49 H 5.1074 -0.9016 3.0178  0.4805
50 H 4.1365 -0.2602 4.3327  0.3337
51 H 4.0789 -1.8160 0.5246  0.0891
52 H 2.5778 -2.7074 0.4498  0.0041
53 H 3.8450 -3.2076 1.5667  0.4456
54 H 1.6039 -1.7843 4.7130  0.2123
55 H 2.5477 -3.1373 4.1079  0.4088
56 H 0.9607 -2.8016 3.4410  -0.1356
57 H -1.7562 0.2021 3.7918  0.5118
58 H -2.0830 -0.4121 6.1837  0.4356
59 H -0.2259 -0.1187 7.7820  0.3688
60 H 1.9563 0.7332 6.9957  0.3655
61 H 2.2731 1.2705 4.6055  0.4875
62 H 3.0556 1.9875 1.0275  0.4938
63 H 4.3172 4.1159 1.2011  0.3742
64 H 3.4779 5.9350 2.6344  0.3644
65 H 1.3672 5.6437 3.8849  0.3847
66 H 0.1466 3.5007 3.7642  0.4345
67 H 1.1042 3.6614 -0.6464  0.1674
68 H 1.9664 5.9530 -0.3637  0.3657
69 H 0.6800 7.6001 0.9575  0.3550
70 H -1.4420 6.9235 2.0358  0.3548
71 H -2.2814 4.6162 1.7648  0.5096
72 H -3.1004 3.6900 -1.4211  0.2782
73 H -5.5669 3.8959 -1.4262  0.3914
74 H -6.8930 2.8075 0.3454  0.3164
75 H -5.7512 1.4923 2.1052  0.3770
76 H -3.2754 1.2800 2.0622  0.3144
77 C -2.0408 -2.5991 2.8560  0.0182
78 O -1.2321 -3.4287 2.0984  -0.8142
79 Si -1.6353 -4.2427 0.7137  0.3374
80 C -0.0788 -5.3437 0.6560  -0.9696
81 C -3.0553 -5.4691 1.2487  -1.2157
82 C -2.0458 -3.2881 -0.8451  1.2523
83 Si -3.7596 -2.5293 -0.9890  -0.2774
84 C -5.0977 -3.7958 -1.6314  -1.2316
85 C -3.9237 -1.0049 -2.1402  -0.5154
86 C -4.5886 -1.8706 0.6197  -0.6043
87 Si -1.3264 -3.9990 -2.4261  0.3428
88 C -1.9084 -5.8115 -2.8720  -1.2571
89 C -1.8129 -3.0345 -4.0121  -0.8848
90 C 0.5848 -4.1111 -2.5740  -0.6224
91 H -2.9960 -3.0811 3.0862  0.4122
92 H -2.2432 -1.6696 2.3228  -0.3962
93 H -1.5276 -2.3706 3.7945  0.1322
94 H 0.0635 -5.9025 1.5758  0.3273
95 H 0.7976 -4.7259 0.5024  0.0239
96 H -0.1414 -6.0515 -0.1606  0.2792
97 H -2.8994 -5.8810 2.2450  0.2640
98 H -3.1414 -6.3046 0.5599  0.3299
99 H -4.0143 -4.9602 1.2506  0.2592
100 H -4.9321 -4.0326 -2.6780  0.2944
101 H -6.1227 -3.4428 -1.5331  0.3216
102 H -5.0175 -4.7257 -1.0772  0.3135
103 H -3.7307 -1.2603 -3.1733  0.4406
104 H -3.2028 -0.2459 -1.8470  -0.2888
105 H -4.9114 -0.5533 -2.0966  0.4299
106 H -4.6509 -2.6309 1.3908  0.3254
107 H -5.5979 -1.5050 0.4379  0.4357
108 H -4.0205 -1.0376 1.0168  -0.3021
109 H -2.9739 -5.8315 -3.0797  0.3102
110 H -1.7268 -6.4906 -2.0447  0.3034
111 H -1.3977 -6.2156 -3.7443  0.3371
112 H -2.8773 -3.0948 -4.2049  0.3125
113 H -1.2983 -3.4111 -4.8911  0.3967
114 H -1.5426 -1.9903 -3.8911  -0.1371
115 H 1.0021 -4.8507 -1.9012  0.3641
116 H 1.0257 -3.1455 -2.3310  -0.1287
117 H 0.8973 -4.3766 -3.5816  0.3555
118 O 3.0970 0.6707 -1.0007  -0.4791
119 C 2.9502 -0.1994 -1.8546  0.1040
120 O 1.9340 -0.9025 -2.0534  -0.4004
121 C 4.1270 -0.4287 -2.8156  0.1702
122 C 3.8665 -0.8794 -4.1009  -0.5822
123 C 4.8804 -1.0525 -5.0364  -1.1467
124 C 6.1598 -0.7719 -4.6207  0.9514
125 O 7.3473 -0.8655 -5.3328  -0.5036
126 C 8.3556 -0.4567 -4.4407  -0.2350
127 O 7.7990 -0.1492 -3.1895  -0.4954
128 C 6.4306 -0.3360 -3.3278  0.6940
129 C 5.4314 -0.1485 -2.4047  -0.6123
130 H 2.8371 -1.0898 -4.3470  0.3998
131 H 4.6913 -1.3972 -6.0405  0.3972
132 H 8.8729 0.4340 -4.8466  0.2235
133 H 9.1011 -1.2649 -4.3303  0.2241
134 H 5.6240 0.1969 -1.4037  0.5240

---

Below is C19H17N3O3 in the gas phase at a distorted geometry, with properties calculated with ωB97M-V/def2-TZVPD.

- total charge = 0
- HOMO-LUMO gap (eV) = 8.56
- HOMO level (eV) = -8.015
- relative energy (zero: lowest compared OMol25 entry of this formula, charge and spin) (eV) = 2.187

Last column: Mulliken charge in e.
Positions of all 42 atoms, in Å:
1 C 4.2265 -0.3496 -1.0630  -1.0137
2 N 2.9487 0.3010 -1.0975  0.2126
3 C 2.6899 1.5816 -0.7162  -0.5097
4 C 1.3561 1.8704 -0.8575  0.0896
5 C 0.7475 0.6860 -1.3944  1.4046
6 C -0.5381 0.3824 -1.8424  0.0856
7 C -0.7559 -0.8483 -2.4170  -0.6994
8 C 0.2730 -1.7849 -2.5448  -0.8477
9 C 1.5505 -1.5128 -2.1078  -0.5722
10 C 1.7842 -0.2650 -1.5426  -0.7566
11 H 2.3451 -2.2351 -2.2187  0.4404
12 H 0.0609 -2.7382 -3.0053  0.4271
13 H -1.7400 -1.0965 -2.7841  0.4402
14 H -1.3370 1.1037 -1.7574  0.4698
15 C 0.6872 3.1416 -0.6136  -0.6302
16 N -0.3857 3.3362 0.0388  -1.2293
17 N -0.9316 2.3033 0.7233  0.6641
18 C -2.0995 2.4276 1.3991  0.3048
19 O -2.8891 3.3317 1.2745  -0.6362
20 C -2.3649 1.2926 2.4115  0.4355
21 C -3.5226 0.4027 1.9406  -0.7925
22 H -3.8424 -0.2371 2.7754  0.3127
23 O -3.1516 -0.4008 0.8450  -0.4715
24 C -1.9522 -1.0400 1.0203  0.5821
25 C -1.6739 -2.1689 0.2618  -0.4864
26 C -0.4676 -2.8256 0.4049  -0.3615
27 C 0.4735 -2.3621 1.3094  -0.6995
28 C 0.2069 -1.2424 2.0725  -0.6189
29 C -1.0056 -0.5776 1.9366  0.2770
30 O -1.2215 0.5270 2.7265  -0.4748
31 H 0.9189 -0.8614 2.7876  0.4653
32 H 1.4161 -2.8745 1.4245  0.4233
33 H -0.2639 -3.7032 -0.1875  0.4694
34 H -2.4228 -2.5115 -0.4331  0.4754
35 H -4.3566 1.0231 1.6097  0.4317
36 H -2.6599 1.7902 3.3433  0.3723
37 H -0.3875 1.4442 0.8096  0.1648
38 H 1.1253 4.0362 -1.0366  0.4120
39 H 3.4731 2.2103 -0.3361  0.4615
40 H 4.5395 -0.6356 -2.0705  0.3267
41 H 4.1797 -1.2494 -0.4448  0.3126
42 H 4.9673 0.3289 -0.6438  0.3386

---

Below is a molecular structure, C7H10O at a distorted geometry, with properties calculated with ωB97M-V/def2-TZVPD.

- total charge = 0
- HOMO-LUMO gap (eV) = 9.43
- HOMO level (eV) = -8.466
- relative energy (zero: lowest compared OMol25 entry of this formula, charge and spin) (eV) = 9.012

Last column: Mulliken charge in e.
Positions of all 18 atoms, in Å:
1 C 1.9606 -0.8983 -0.0535  -0.6012
2 C 0.8032 0.7528 0.1883  0.0253
3 C -0.3390 1.4459 -0.1635  -0.4503
4 C -1.2781 0.4605 0.1193  -0.4989
5 C -2.1343 -0.5925 -0.3403  -0.4511
6 C -0.6125 -0.8350 -0.4390  -0.3211
7 C 0.6627 -0.7299 0.4633  0.3462
8 H 2.0754 -1.8359 -0.7157  0.2912
9 H 2.8827 -0.9595 0.7105  0.2270
10 H 1.4381 1.3096 0.9810  0.3070
11 H -0.1055 2.1253 -1.2272  0.2265
12 H -0.6873 2.3658 0.5385  0.2460
13 H -1.1007 0.4832 1.1511  0.1805
14 H -2.7709 -1.1476 -1.0635  0.3445
15 H -2.3851 -1.2620 0.6590  0.1965
16 H -0.5480 -0.4623 -1.5741  0.1465
17 H 0.2818 -0.6668 1.5438  0.2689
18 O 1.8567 0.4468 -0.7781  -0.4836

---

Below is C21H30N2O5 in the gas phase, with properties calculated with ωB97M-V/def2-TZVPD.

- total charge = 0
- HOMO-LUMO gap (eV) = 8.74
- HOMO level (eV) = -8.006
- relative energy (zero: lowest compared OMol25 entry of this formula, charge and spin) (eV) = 1.271

Last column: Mulliken charge in e.
Positions of all 58 atoms, in Å:
1 C -0.1271 -4.2981 -4.1475  -1.4850
2 C 0.0457 -3.1576 -3.1469  0.0736
3 O -0.4286 -3.4510 -1.8494  -0.2461
4 C 0.3149 -4.4501 -1.1768  -0.6711
5 C 0.0510 -4.3710 0.3262  -0.6740
6 H -1.0205 -4.2365 0.4842  0.2967
7 C 0.8193 -3.2284 0.9983  -1.0046
8 N 0.3749 -1.9346 0.5421  0.0870
9 C 0.9908 -1.2674 -0.4483  -0.2482
10 O 2.0671 -1.5789 -0.9157  -0.7248
11 C 0.2465 -0.0006 -0.9047  0.9753
12 C 0.4942 1.0589 0.1266  -1.7170
13 C 1.6985 1.7437 0.1553  -0.0419
14 C 1.9851 2.6970 1.1252  1.2239
15 C 1.0124 2.9803 2.1081  0.5137
16 C -0.1847 2.2785 2.0738  -0.8906
17 C -0.4557 1.3191 1.1070  0.2624
18 C -1.7604 0.6214 1.1456  0.8109
19 O -2.5496 0.7555 2.0654  -0.7527
20 N -2.0089 -0.2366 0.1103  -0.1754
21 C -3.3710 -0.6969 -0.0792  -0.9669
22 H -3.8590 -0.7060 0.8968  0.5664
23 C -4.1014 0.2446 -1.0383  -0.7223
24 C -3.3334 0.3597 -2.3540  -0.6903
25 C -1.8804 0.7594 -2.0966  -0.8642
26 H -1.3243 0.7759 -3.0356  0.3917
27 H -1.8368 1.7572 -1.6535  0.3170
28 C -1.2467 -0.2478 -1.1274  -1.1888
29 H -1.3638 -1.2544 -1.5515  0.7905
30 H -3.8141 1.0940 -3.0031  0.4978
31 H -3.3511 -0.6052 -2.8677  0.2463
32 H -5.1120 -0.1236 -1.2193  0.4311
33 H -4.1750 1.2275 -0.5684  0.2960
34 H -3.3414 -1.7129 -0.4852  0.3089
35 H -0.9265 2.4852 2.8289  0.5704
36 O 1.0973 3.8836 3.1229  -0.4746
37 C 2.2493 4.6696 3.3252  -0.7690
38 H 2.4552 5.3168 2.4701  0.2622
39 H 3.1282 4.0561 3.5340  0.2721
40 H 2.0208 5.2830 4.1969  0.2943
41 O 3.1739 3.3747 1.1657  -0.5190
42 C 4.1697 3.0571 0.2240  -0.9164
43 H 5.0218 3.6836 0.4842  0.2584
44 H 4.4615 2.0043 0.2839  0.3524
45 H 3.8493 3.2902 -0.7964  0.3228
46 H 2.4287 1.5073 -0.6017  0.5802
47 H 0.7058 0.2903 -1.8544  0.9344
48 H -0.5573 -1.6507 0.8063  0.0822
49 H 1.8830 -3.3048 0.7605  0.4702
50 H 0.6882 -3.2810 2.0830  0.3963
51 H 0.3541 -5.3131 0.7843  0.3940
52 H 0.0209 -5.4436 -1.5461  0.4431
53 H 1.3862 -4.3069 -1.3730  0.4086
54 H 1.1029 -2.8604 -3.0925  0.3130
55 H -0.5424 -2.2949 -3.4726  0.1804
56 H -1.1581 -4.6444 -4.1446  0.3229
57 H 0.1225 -3.9431 -5.1435  0.4518
58 H 0.5247 -5.1338 -3.9060  0.3438